This record from the OMol25 dataset describes a cluster of 6 separate species, C39H39BBrF6IN3O2 in total at a distorted geometry. The level of theory is ωB97M-V/def2-TZVPD.

Last column: Mulliken charge in e.
Atoms and positions in Å:
C (-5.608, 4.366, 1.680)  -1.189
C (-5.289, 3.973, 0.157)  -0.421
C (-6.186, 2.806, -0.468)  -0.562
Br (-7.992, 2.875, 0.430)  -0.005
C (-5.551, 1.327, -0.426)  0.642
C (-4.449, 1.049, 0.595)  0.279
F (-3.893, 1.861, 1.567)  -0.262
C (-3.900, -0.426, 0.500)  0.410
C (-2.731, -0.996, 1.422)  -0.624
O (-1.564, -1.132, 0.557)  -0.339
C (-0.448, -1.671, 1.316)  -0.349
C (-4.645, -1.195, -0.617)  -0.058
B (-4.113, -2.749, -0.833)  0.799
N (-2.914, -3.113, -1.634)  -0.524
O (-4.819, -3.833, -0.179)  -0.618
N (-5.686, -0.830, -1.471)  -0.330
N (-6.131, 0.423, -1.370)  -0.188
I (-7.702, 0.831, -2.671)  0.403
H (-5.897, 3.493, 2.350)  0.340
H (-4.619, 4.779, 2.115)  0.328
H (-6.341, 5.252, 1.749)  0.382
H (-4.169, 3.723, 0.023)  0.165
H (-5.441, 4.937, -0.460)  0.341
H (-6.381, 3.165, -1.548)  0.458
H (-3.071, -1.986, 1.873)  0.259
H (-2.482, -0.268, 2.278)  0.342
H (-0.572, -2.812, 1.436)  0.331
H (0.488, -1.543, 0.654)  0.252
H (-0.323, -1.128, 2.307)  -0.089
H (-2.087, -3.239, -1.016)  0.231
H (-3.156, -4.032, -2.062)  0.260
H (-5.460, -3.474, 0.472)  0.307
F (2.867, -0.747, 2.259)  -0.323
C (3.190, 0.284, 1.457)  0.264
C (2.218, 1.212, 1.118)  -0.321
C (2.550, 2.281, 0.293)  -0.182
C (3.850, 2.404, -0.192)  -0.700
C (4.817, 1.464, 0.151)  -0.201
C (4.487, 0.401, 0.985)  -0.658
H (1.209, 1.094, 1.498)  0.413
H (1.799, 3.016, 0.028)  0.533
H (4.108, 3.236, -0.839)  0.412
H (5.828, 1.559, -0.231)  0.360
H (5.230, -0.336, 1.269)  0.457
F (-2.077, -0.487, 4.478)  -0.143
C (-1.142, -0.666, 5.435)  0.490
C (-1.544, -0.908, 6.739)  -0.581
C (-0.583, -1.097, 7.725)  -0.447
C (0.770, -1.032, 7.399)  -0.482
C (1.162, -0.784, 6.087)  -0.659
C (0.201, -0.605, 5.098)  0.325
H (-2.601, -0.947, 6.975)  0.406
H (-0.886, -1.295, 8.748)  0.367
H (1.519, -1.176, 8.170)  0.377
H (2.215, -0.729, 5.835)  0.385
H (0.489, -0.420, 4.070)  -0.010
F (0.591, 4.471, 0.010)  -0.344
C (0.308, 5.390, -0.931)  0.378
C (-0.700, 5.136, -1.847)  -0.324
C (-0.996, 6.088, -2.817)  -0.442
C (-0.273, 7.277, -2.866)  -0.479
C (0.741, 7.518, -1.943)  -0.383
C (1.030, 6.572, -0.966)  -0.442
H (-1.246, 4.201, -1.799)  0.460
H (-1.788, 5.903, -3.535)  0.355
H (-0.501, 8.018, -3.626)  0.374
H (1.305, 8.443, -1.985)  0.366
H (1.810, 6.746, -0.234)  0.426
F (8.287, 2.197, -2.293)  -0.341
C (8.399, 0.865, -2.167)  0.301
C (8.178, 0.055, -3.269)  -0.425
C (8.299, -1.325, -3.139)  -0.359
C (8.630, -1.880, -1.905)  -0.468
C (8.846, -1.057, -0.804)  -0.384
C (8.736, 0.323, -0.935)  -0.282
H (7.913, 0.504, -4.219)  0.410
H (8.135, -1.967, -3.997)  0.358
H (8.720, -2.957, -1.804)  0.374
H (9.100, -1.491, 0.158)  0.388
H (8.909, 0.978, -0.090)  0.429
F (-3.245, -6.173, -3.673)  -0.330
C (-2.001, -6.675, -3.765)  0.286
C (-1.321, -6.595, -4.970)  -0.435
C (-0.032, -7.109, -5.062)  -0.358
C (0.558, -7.708, -3.951)  -0.450
C (-0.136, -7.787, -2.748)  -0.336
C (-1.421, -7.263, -2.652)  -0.297
H (-1.800, -6.133, -5.825)  0.399
H (0.511, -7.045, -5.998)  0.360
H (1.562, -8.113, -4.026)  0.367
H (0.323, -8.257, -1.885)  0.359
H (-1.973, -7.308, -1.720)  0.438

Net charge = +1
2S+1 = 1
E_HOMO = -10.51 eV
Kohn-Sham gap = 5.516 eV
Calculated total energy = -144754.6041 eV